Record 1
The following is a quantum chemistry calculation of a single C4H11NO molecule in a non-equilibrium geometry, from the OMol25 dataset.

```
17
Properties=species:S:1:pos:R:3:forces:R:3
C 0.2385 1.5346 -0.5869 3.11 3.14 4.77
C 0.8435 0.3426 0.1655 0.86 0.79 2.74
C -0.2153 -0.3819 1.0203 -0.66 -0.64 -7.39
C -1.2925 -0.7010 -0.1407 0.21 -0.13 -0.92
O -1.9960 -1.9077 0.1205 -0.57 -0.54 1.30
N 1.6100 -0.5313 -0.6702 0.36 -1.18 -1.04
H 0.9284 2.4930 -0.2944 -1.34 -2.04 -0.66
H -0.6905 1.8953 -0.2277 -1.11 -0.19 0.48
H 0.2414 1.6241 -1.5773 0.03 -0.71 -4.25
H 1.5380 0.7291 0.9405 -0.20 0.50 -0.33
H 0.0685 -1.3278 1.3018 1.16 -2.09 1.04
H -0.6297 0.1533 1.7643 -1.26 2.04 2.48
H -1.9780 0.1237 -0.2939 -0.52 0.32 0.68
H -0.9095 -0.7485 -1.2916 -0.05 -0.53 3.07
H -2.2433 -2.0139 1.0899 0.61 0.60 -1.91
H 2.3457 -0.0258 -1.1296 0.04 0.52 -0.41
H 2.1410 -1.2578 -0.1905 -0.65 0.15 0.37
```
Forces are in eV/Å.

## Properties
Frontier orbital gap: 0.3651 Eh
SMILES: C[C@H](N)CCO
ΔE to the lowest compared entry with this formula, charge and spin: 260.8 kJ/mol
HOMO energy: -9.0 eV
Electronic energy: -7861.85024 eV



Record 2
The following is a quantum chemistry calculation of a single C2H3IN2O2 molecule in a non-equilibrium geometry, from the OMol25 dataset.

```
10
Properties=species:S:1:pos:R:3:forces:R:3
C -0.2024 -1.3789 0.2898 -0.28 0.01 0.47
C 0.6098 -0.1637 0.0521 -0.56 -2.59 -1.87
N -1.1554 1.3742 0.2830 -0.76 0.39 0.31
N 0.0312 1.0382 -0.2349 0.68 0.90 -0.59
O -1.5607 2.4629 -0.0429 0.51 -0.63 -0.05
O 0.0962 -1.4268 -1.0631 1.01 1.91 1.12
I 2.6953 -0.2251 0.1654 -0.35 0.06 0.04
H 0.2433 -2.1653 0.9004 0.04 0.11 0.09
H -1.2546 -1.2111 0.5262 0.07 0.02 0.10
H 0.4972 1.6956 -0.8761 -0.37 -0.18 0.37
```
Forces are in eV/Å.

## Properties
Frontier orbital gap: 0.3577 Eh
SMILES: O=NN[C@@]1(I)CO1
ΔE to the lowest compared entry with this formula, charge and spin: 435.9 kJ/mol
HOMO energy: -9.9 eV
Electronic energy: -17293.97957 eV



Record 3
The following is a quantum chemistry calculation of a molecular structure, C33H33BBrF4IrN6OSSi, from the OMol25 dataset.

```
82
Properties=species:S:1:pos:R:3:forces:R:3
Ir 0.0702 -0.0732 -0.1254 -0.06 -0.18 -0.28
N -2.0199 -1.9766 -3.6414 -0.02 0.01 0.03
C -1.3351 -1.6906 -2.5190 0.05 -0.24 -0.03
S -1.5355 -0.0748 -1.8825 -0.21 0.12 0.17
N -0.5891 -2.6146 -1.9963 0.08 0.24 0.29
N 0.0251 -2.2194 -0.8372 0.07 -0.38 -0.22
C 0.6822 -3.1203 -0.1896 -0.13 0.19 0.02
C 0.8156 -4.5271 -0.6330 -0.01 0.00 -0.05
C -0.3009 -5.3576 -0.6388 0.01 0.06 0.00
C -0.1714 -6.6838 -1.0111 0.04 -0.02 -0.01
C 1.0679 -7.1796 -1.3934 -0.01 -0.01 0.00
C 2.1786 -6.3500 -1.3950 -0.04 0.03 0.02
C 2.0598 -5.0234 -1.0062 0.00 -0.01 -0.04
C 1.2237 -2.7187 1.1273 -0.01 -0.07 -0.06
C 1.9602 -3.6011 1.9024 0.01 0.04 0.04
C 2.4179 -3.1870 3.1428 -0.02 0.03 -0.03
C 2.1022 -1.9143 3.5806 0.00 -0.01 -0.03
C 1.3397 -1.1033 2.7563 0.04 0.09 0.07
N 0.9117 -1.4877 1.5614 -0.07 -0.06 -0.02
H -2.5735 -1.2789 -4.1035 0.04 -0.01 0.01
H -1.8961 -2.8814 -4.0628 0.00 -0.02 -0.03
H -1.2686 -4.9633 -0.3584 -0.04 0.02 0.01
H -1.0380 -7.3289 -1.0099 -0.04 -0.03 0.00
H 1.1664 -8.2135 -1.6930 0.00 -0.03 -0.01
H 3.1423 -6.7314 -1.6995 0.05 -0.02 -0.02
H 2.9194 -4.3676 -1.0127 0.02 0.04 -0.01
H 2.1713 -4.5929 1.5331 0.00 0.00 -0.01
H 3.0087 -3.8535 3.7552 0.01 -0.01 0.01
H 2.4313 -1.5449 4.5403 0.01 0.01 0.03
H 1.0636 -0.1069 3.0776 -0.01 0.00 -0.01
C -2.2525 -1.4998 3.5825 0.02 -0.08 -0.07
Si -2.6800 -0.6775 1.9617 0.13 0.15 0.03
C -4.2606 0.3093 1.9466 0.03 -0.01 -0.09
C -2.8818 -2.0459 0.7276 0.06 0.09 0.03
N -1.2931 0.4624 1.5832 -0.10 -0.12 -0.03
C -0.9553 1.3923 2.4810 -0.03 0.05 0.14
C -1.7016 1.6403 3.6778 -0.05 0.13 0.07
C -1.2896 2.5377 4.6215 -0.01 -0.02 -0.04
C -0.0998 3.2559 4.4404 0.00 -0.01 -0.01
C 0.6601 3.0759 3.2996 -0.06 -0.10 -0.09
C 0.2372 2.1794 2.3306 0.12 0.18 -0.11
O 0.9117 1.9854 1.1729 0.21 -0.21 0.26
C 2.2145 2.5395 1.0505 -0.17 0.09 0.04
C 2.3293 3.7971 0.4919 0.14 -0.02 0.03
C 3.6024 4.3289 0.3280 -0.08 -0.02 0.01
C 4.7155 3.6029 0.7259 0.02 -0.02 0.01
C 4.5658 2.3451 1.2938 -0.03 0.01 -0.01
C 3.3021 1.8005 1.4685 0.00 0.11 -0.11
H -3.0773 -2.1479 3.8774 -0.09 -0.08 0.03
H -2.0356 -0.8377 4.4146 0.03 0.02 0.05
H -1.3820 -2.1400 3.4271 0.05 -0.05 0.01
H -5.0988 -0.3856 2.0012 -0.07 -0.06 0.00
H -4.3414 0.8346 0.9933 -0.02 0.03 -0.05
H -4.3864 1.0408 2.7389 0.01 0.05 0.07
H -3.6375 -2.7043 1.1605 -0.07 -0.07 0.03
H -1.9848 -2.6365 0.5746 0.12 -0.08 0.00
H -3.2484 -1.7088 -0.2361 -0.05 0.05 -0.13
H -2.6187 1.1000 3.8414 0.01 0.07 -0.01
H -1.8822 2.6906 5.5114 -0.03 0.01 0.03
H 0.2263 3.9628 5.1891 0.01 0.02 0.04
H 1.5740 3.6303 3.1509 0.03 0.02 0.00
H 1.4473 4.3473 0.1961 -0.03 0.00 0.00
H 3.7179 5.3091 -0.1131 0.01 0.03 -0.01
H 5.7050 4.0152 0.5879 0.02 0.01 -0.01
H 5.4325 1.7690 1.5833 0.03 -0.01 0.01
H 3.1792 0.8050 1.8649 -0.01 -0.07 0.04
F 3.1962 -2.0727 -1.3076 -0.10 -0.38 -0.22
B 3.5895 -0.9852 -0.5632 -0.07 0.02 0.02
F 2.3436 -0.2012 -0.3131 -0.18 0.29 -0.06
F 4.4268 -0.1461 -1.2427 0.20 0.22 -0.16
F 4.0474 -1.3402 0.6825 0.18 -0.11 0.41
Br 1.6977 5.3744 -4.1677 0.01 0.03 -0.02
C 1.2779 3.8898 -3.1029 -0.01 -0.02 0.00
C 0.1293 3.8963 -2.3232 0.03 -0.06 0.02
C -0.1225 2.7924 -1.5379 -0.04 0.00 0.00
N 0.6795 1.7246 -1.5014 0.09 0.09 -0.04
C 1.7666 1.7148 -2.2753 -0.03 0.03 0.02
C 2.1064 2.7839 -3.0867 -0.02 0.00 0.01
H -0.5470 4.7365 -2.3215 -0.04 0.05 0.00
H -1.0009 2.7528 -0.9064 -0.04 0.02 0.02
H 2.3925 0.8383 -2.2382 0.06 -0.04 0.03
H 3.0051 2.7400 -3.6821 0.03 0.00 -0.03
```
Forces are in eV/Å.

## Properties
Frontier orbital gap (alpha / beta): 0.2770 / 0.2209 Eh
ΔE to the lowest compared entry with this formula, charge and spin: 23.0 kJ/mol
HOMO energy (alpha / beta): -10.6 / -11.1 eV
Spin multiplicity: 6
Electronic energy: -148885.18085 eV
Total charge: +1



Record 4
The following is a quantum chemistry calculation of a molecular structure, C22H49AlNO12, from the OMol25 dataset.

```
85
Properties=species:S:1:pos:R:3:forces:R:3
C 0.1734 0.9654 3.2483 0.03 -0.21 -0.04
C -0.7916 1.8755 2.4704 0.09 0.26 0.04
C -1.8809 1.1340 1.7084 0.01 -0.30 -0.05
C -2.8408 2.0594 0.9542 0.11 0.15 0.10
C -3.5757 1.3004 -0.1538 -0.04 -0.28 -0.03
Al -4.2221 2.8637 2.2010 0.07 0.13 0.11
C -5.7493 1.5415 2.4456 -0.14 0.06 0.12
N -5.3946 0.0768 2.3959 0.06 0.04 -0.12
H -0.1315 -0.0858 3.1651 0.05 0.13 0.02
H 0.2051 1.2073 4.3138 -0.03 0.00 -0.06
H 1.2021 1.0317 2.8768 -0.09 -0.02 0.01
H -1.2682 2.5829 3.1566 0.01 -0.04 -0.13
H -0.2282 2.4817 1.7470 -0.04 0.00 0.10
H -2.4472 0.5111 2.4221 0.08 0.03 -0.13
H -1.3800 0.4133 1.0242 -0.05 0.11 0.05
H -2.2337 2.8540 0.4866 -0.11 -0.03 0.07
H -3.8384 0.2992 0.2151 -0.05 0.18 -0.08
H -2.9701 1.1791 -1.0663 -0.03 -0.06 0.04
H -4.5237 1.7692 -0.4471 0.13 0.05 -0.04
H -3.5380 3.1816 3.6724 -0.04 -0.02 -0.05
H -4.8450 4.2445 1.5515 -0.01 -0.06 0.03
H -6.5235 1.7340 1.6883 0.13 -0.05 0.00
H -6.2489 1.7682 3.4049 -0.02 -0.03 -0.15
H -5.4125 -0.3118 3.3290 0.07 -0.01 0.07
H -6.0961 -0.4359 1.8758 -0.12 -0.02 0.06
C 1.1971 1.3960 -1.2957 0.03 0.02 -0.04
C 1.6939 2.7277 -0.7840 -0.10 -0.05 0.15
O 2.3045 3.5275 -1.8269 0.04 -0.12 0.03
C 1.4569 4.1258 -2.6550 0.03 0.07 0.00
O 0.2579 4.0849 -2.6144 -0.07 -0.02 -0.01
O 2.1744 4.8163 -3.5527 0.00 0.01 -0.03
C 1.3788 5.5098 -4.5184 0.04 0.01 0.04
H 2.0051 0.8467 -1.7810 -0.01 -0.02 0.01
H 0.8279 0.8065 -0.4553 -0.02 0.01 0.01
H 0.3769 1.5323 -1.9982 -0.01 0.00 0.01
H 2.4925 2.5970 -0.0561 0.02 0.02 -0.01
H 0.8864 3.2949 -0.3212 -0.01 0.03 -0.06
H 0.6568 6.1578 -4.0256 0.01 0.02 -0.01
H 0.8452 4.8028 -5.1518 0.00 -0.01 0.00
H 2.0840 6.0912 -5.1044 -0.03 0.01 -0.03
C -3.4883 -2.7503 0.7008 0.01 -0.06 -0.03
C -2.5556 -2.2606 -0.3802 -0.04 0.15 0.06
O -1.3699 -3.0891 -0.4892 -0.03 -0.03 0.13
C -1.5174 -4.2223 -1.1482 0.13 0.09 -0.30
O -2.5042 -4.6109 -1.7217 -0.11 -0.06 0.08
O -0.3453 -4.8732 -1.1319 0.02 -0.04 0.08
C -0.3477 -6.1112 -1.8420 0.07 -0.03 0.00
H -2.9591 -2.8102 1.6522 -0.02 0.01 0.02
H -4.2990 -2.0298 0.8195 0.03 0.01 0.05
H -3.9042 -3.7274 0.4534 0.00 0.01 -0.01
H -2.1704 -1.2775 -0.1275 0.04 0.00 -0.05
H -3.0414 -2.2153 -1.3536 0.00 -0.04 0.00
H -0.6830 -5.9663 -2.8675 0.00 0.00 0.00
H -0.9990 -6.8361 -1.3555 -0.02 0.02 0.01
H 0.6795 -6.4637 -1.8196 -0.01 -0.05 -0.01
C 3.5940 7.0213 -0.4990 -0.01 0.05 0.06
C 2.3689 6.3303 0.0577 0.04 -0.08 -0.21
O 2.2037 6.5669 1.4665 0.15 0.01 0.00
C 1.6889 7.7471 1.7875 -0.30 -0.11 0.01
O 1.3359 8.6072 1.0215 0.09 0.10 -0.06
O 1.5849 7.8089 3.1143 0.08 0.02 0.06
C 0.9556 8.9953 3.6027 0.01 -0.02 0.01
H 4.4826 6.7208 0.0576 0.01 0.00 -0.02
H 3.7249 6.7299 -1.5421 0.01 0.00 0.00
H 3.4895 8.1041 -0.4461 0.00 0.00 -0.01
H 2.4760 5.2536 -0.0299 -0.03 -0.02 0.10
H 1.4635 6.6359 -0.4666 -0.01 0.04 0.04
H -0.0221 9.1247 3.1433 -0.01 -0.01 0.01
H 1.5698 9.8697 3.3910 0.00 0.00 0.00
H 0.8590 8.8445 4.6730 -0.02 0.04 0.01
C 2.7625 -11.8473 -1.1900 0.03 -0.01 -0.01
C 3.1368 -10.8284 -0.1385 0.00 0.02 0.09
O 4.1241 -9.8980 -0.6243 0.01 -0.04 -0.01
C 3.6475 -8.9241 -1.3949 0.03 -0.03 -0.05
O 2.4928 -8.7520 -1.6885 -0.13 0.05 -0.01
O 4.6668 -8.1689 -1.7936 0.05 0.06 0.01
C 4.2918 -7.0500 -2.6065 0.02 0.00 0.02
H 3.6503 -12.3700 -1.5466 -0.01 -0.01 -0.01
H 2.0813 -12.5813 -0.7579 -0.01 -0.01 -0.01
H 2.2641 -11.3694 -2.0319 0.00 0.00 0.01
H 3.6215 -11.2954 0.7162 -0.02 -0.02 0.00
H 2.2671 -10.2697 0.2040 -0.01 -0.01 -0.01
H 3.5558 -6.4352 -2.0927 0.01 0.02 0.00
H 3.8782 -7.3892 -3.5545 0.00 -0.01 0.00
H 5.2104 -6.4954 -2.7659 -0.01 0.03 -0.03
```
Forces are in eV/Å.

## Properties
Frontier orbital gap: 0.2207 Eh
HOMO energy: -4.1 eV
Electronic energy: -56267.29854 eV
Total charge: -1



Record 5
The following is a quantum chemistry calculation of a molecular structure, C32H38Cl4F10IrN3O2Si4Te in a non-equilibrium geometry, from the OMol25 dataset.

```
95
Properties=species:S:1:pos:R:3:forces:R:3
Ir 1.2157 1.4403 0.0101 -1.18 0.61 0.67
C 3.2244 3.0145 1.0128 0.94 0.35 -0.83
N 2.8850 1.5933 1.1856 2.10 -0.03 1.77
C 4.0165 0.8083 0.6218 0.24 -0.59 0.82
C 3.8635 0.6759 -0.8867 1.02 0.01 -1.30
N 2.5608 0.9937 -1.3623 0.16 -0.55 -2.22
C 2.4537 1.1308 -2.7539 0.60 0.37 0.24
C 3.0977 2.2164 -3.4111 -1.77 -0.43 -0.72
F 3.9184 2.9856 -2.6817 -0.13 0.34 -0.38
C 2.6379 2.6394 -4.6831 0.44 0.40 1.31
F 3.0127 3.8908 -5.0775 -0.12 -1.12 -0.40
C 1.7104 1.8556 -5.3702 0.12 -0.39 0.03
F 1.3773 2.0504 -6.6509 0.01 0.72 -0.20
C 1.1706 0.7006 -4.7841 -0.12 0.36 -1.25
F 0.2771 -0.0331 -5.5174 0.95 0.56 0.84
C 1.5730 0.3422 -3.5389 -0.16 0.10 1.24
F 0.9868 -0.7201 -2.9768 0.03 -0.15 0.06
C 2.5469 1.3608 2.6444 1.33 1.43 0.18
C 1.0915 1.8419 2.9886 0.13 0.87 -0.53
N 0.4319 2.2295 1.7536 -0.92 0.36 1.07
C -0.7931 2.8405 1.9215 -0.10 2.82 -0.88
C -0.9020 4.3048 1.8903 -1.45 -0.90 -0.04
F 0.1846 5.0463 1.7390 0.68 0.16 0.30
C -2.1392 4.9954 1.9240 1.69 -0.34 -0.20
F -2.2389 6.3431 1.9182 0.44 -0.55 -0.05
C -3.2927 4.2710 1.8405 -1.85 0.21 -0.49
F -4.4745 4.9747 1.6681 1.09 -1.04 0.35
C -3.2594 2.8830 1.7860 -0.19 0.16 0.01
F -4.4195 2.2051 1.6871 0.30 0.01 0.12
C -2.0447 2.2184 1.8548 0.14 -0.81 0.84
F -2.0519 0.8672 2.0447 -0.26 0.38 -0.47
H 4.2194 3.1287 1.4937 -0.46 0.63 -0.07
H 2.4178 3.5772 1.4762 0.27 0.38 -0.07
H 3.2937 3.2868 -0.0987 -0.08 -0.42 1.66
H 4.1487 -0.2096 1.0998 -0.56 1.23 -0.36
H 4.9458 1.3712 0.7567 0.05 -0.15 0.49
H 4.0727 -0.3608 -1.1641 0.38 -0.13 -0.06
H 4.5558 1.3515 -1.4529 0.03 -0.76 0.81
H 3.3710 1.9523 3.1997 -1.42 -0.82 -0.34
H 2.6592 0.3296 2.9315 0.15 -0.52 -0.37
H 1.1290 2.7176 3.6762 0.14 -0.48 -0.15
H 0.4490 1.0854 3.4519 0.60 -0.41 0.39
Cl -2.2735 6.1783 -3.5655 0.01 1.30 -0.33
C -1.5445 4.7705 -3.0223 0.95 -1.72 0.76
C -2.2011 3.5404 -3.3330 0.55 0.99 0.72
Cl -3.5416 3.5592 -4.3524 -0.93 0.16 -0.89
C -1.8667 2.3586 -2.7320 0.75 -0.46 0.39
Cl -2.6669 0.9166 -3.1800 -0.02 -0.24 -0.07
C -0.8169 2.3186 -1.7838 0.04 1.01 0.34
O -0.5320 1.3198 -1.0067 -2.08 1.19 -2.74
C 0.0074 3.5642 -1.6357 0.32 -3.38 1.03
O 1.0381 3.3410 -0.8863 -0.76 2.68 -1.12
C -0.3716 4.7520 -2.2316 -1.68 0.15 -1.09
Cl 0.5543 6.1406 -1.9514 0.35 0.68 0.12
C -0.5712 -4.4660 3.2976 0.87 -1.51 1.58
Si 0.2287 -2.7815 3.0302 -1.98 -1.42 -1.71
C 2.0625 -2.8544 3.1733 1.37 1.03 0.69
C -0.7619 -1.6468 4.1686 0.99 0.24 1.14
Si -0.5711 -2.7728 0.7359 -0.30 -0.25 0.24
Te 1.1253 -1.0109 0.3105 -0.38 -2.69 -0.09
Si 0.0752 -4.4279 -0.8944 -0.58 1.21 0.76
C 1.9304 -4.6344 -0.7766 -0.10 0.59 -0.11
C -0.9255 -5.9651 -0.4773 0.39 -1.21 -0.68
C -0.3407 -3.6820 -2.6292 0.03 -0.67 -0.06
Si -2.9833 -2.3509 0.4694 1.88 -0.15 -0.52
C -2.7573 -0.8751 -0.6743 -2.48 -0.04 1.28
C -3.9895 -1.9607 1.9784 -0.04 0.27 0.95
C -3.8145 -3.7221 -0.5455 -0.23 0.11 0.00
H -0.4057 -4.7834 4.3547 -0.11 0.10 -0.23
H -0.0849 -5.3008 2.7306 -0.58 0.76 0.03
H -1.6638 -4.4833 3.1967 0.27 0.13 -0.40
H 2.4794 -1.9015 2.7691 -0.29 -0.54 0.29
H 2.5940 -3.6354 2.6072 -0.50 0.03 0.31
H 2.3644 -2.8662 4.2473 -0.06 -0.26 -0.61
H -1.3967 -0.9819 3.5685 0.02 -0.18 0.43
H -0.0542 -1.0224 4.7933 -0.80 -0.40 -0.67
H -1.3300 -2.2870 4.9065 0.33 0.73 -0.96
H 2.1910 -5.6431 -1.0399 0.39 -0.63 0.16
H 2.3490 -4.2944 0.1905 -0.18 -0.39 -0.55
H 2.3232 -3.9993 -1.5751 0.23 0.10 0.19
H -0.2759 -6.8707 -0.2526 -0.84 1.00 -0.31
H -1.4785 -6.1278 -1.4182 0.11 -0.50 0.23
H -1.6999 -5.8691 0.2858 0.31 0.17 0.14
H 0.2954 -2.7951 -2.7080 -0.24 -0.02 -0.04
H -1.3972 -3.3764 -2.7202 0.40 0.01 0.14
H -0.1227 -4.3114 -3.5331 -0.05 0.25 0.90
H -3.0318 -1.2707 -1.6499 0.41 0.27 -0.26
H -1.8461 -0.2972 -0.6157 0.03 -0.14 -0.21
H -3.6324 -0.2257 -0.3554 0.88 -0.18 -0.59
H -3.4832 -1.0692 2.4425 -0.92 -0.62 -0.36
H -4.1651 -2.7210 2.7839 0.42 0.45 -0.86
H -4.9823 -1.7245 1.5519 0.27 0.36 0.43
H -3.0370 -4.1472 -1.2163 -0.71 -0.03 0.37
H -4.6686 -3.3329 -1.1680 0.81 -0.29 0.58
H -4.2147 -4.4678 0.1721 0.28 0.07 -0.65
```
Forces are in eV/Å.

## Properties
Frontier orbital gap (alpha / beta): 0.1225 / 0.2004 Eh
ΔE to the lowest compared entry with this formula, charge and spin: 186.1 kJ/mol
HOMO energy (alpha / beta): -1.3 / -4.6 eV
Spin multiplicity: 6
Electronic energy: -161268.20230 eV
Total charge: -1